1.
72
Properties=species:S:1:pos:R:3 method="wB97M-V/def2-TZVPD" total_charge=0 smiles=CCO.CCO.CCO.CCO.CCO.CCO.CCO.CCO total_energy_ha=-1240.2250 mol_weight_g_mol=368.552 homo_ev=-9.683 lumo_ev=0.5001 homo_lumo_gap_ha=0.3742 de_lowest_ev=2.259
C 3.8923 1.2276 -3.4896
C 2.7732 0.6065 -2.6773
O 1.7165 0.1400 -3.4765
H 4.3953 0.4462 -4.0657
H 4.6066 1.7530 -2.8591
H 3.4491 1.8958 -4.2298
H 2.3117 1.2974 -1.9559
H 3.1538 -0.0881 -1.9062
H 2.0279 -0.4992 -4.1245
C -1.9670 -4.0742 2.4737
C -2.2215 -5.3549 1.7060
O -2.4887 -5.0353 0.3445
H -1.2826 -3.4500 1.8944
H -1.4463 -4.2899 3.4070
H -2.8817 -3.5126 2.6535
H -3.0702 -5.8936 2.1461
H -1.3557 -6.0195 1.8032
H -2.4236 -5.8499 -0.1602
C 3.5059 3.4591 2.1193
C 2.8244 2.6526 1.0280
O 3.6714 1.6060 0.5493
H 4.4354 3.9050 1.7622
H 3.7236 2.8279 2.9785
H 2.8550 4.2929 2.3964
H 2.5755 3.3115 0.1863
H 1.8832 2.2261 1.3686
H 4.3041 1.9762 -0.0710
C 3.4819 -4.2456 0.0221
C 3.2192 -3.3710 -1.1997
O 3.7189 -3.9629 -2.3892
H 4.5510 -4.4547 0.1275
H 2.9487 -5.1937 0.0155
H 3.2268 -3.6823 0.9259
H 3.6930 -2.3997 -1.0099
H 2.1530 -3.1848 -1.2996
H 4.6660 -4.0748 -2.2659
C -1.5092 2.7720 3.3646
C -1.8480 3.5244 2.0967
O -0.7390 3.4276 1.1905
H -1.0952 1.7984 3.1048
H -2.4097 2.5952 3.9551
H -0.8268 3.3663 3.9691
H -2.0345 4.5876 2.2920
H -2.7801 3.2015 1.6217
H -0.6644 4.2472 0.6966
C -1.0668 2.9808 -3.1163
C -2.2503 2.2367 -2.5174
O -2.5598 2.6597 -1.2062
H -1.2957 4.0515 -3.1264
H -0.9724 2.7540 -4.1829
H -0.1236 2.7973 -2.6040
H -2.1025 1.1517 -2.5317
H -3.0968 2.4312 -3.1830
H -1.9878 2.1605 -0.6049
C 0.1821 -1.2969 0.3259
C -0.0563 0.0533 -0.3024
O -1.0361 0.7957 0.4527
H 1.1263 -1.7560 0.0373
H -0.6304 -1.9925 0.1103
H 0.2035 -1.1831 1.4135
H -0.4465 -0.0451 -1.3178
H 0.8555 0.6503 -0.3830
H -0.5629 1.5476 0.8303
C -4.7781 0.0217 0.0517
C -4.1196 -0.5653 1.2848
O -5.0034 -1.4126 1.9945
H -5.0768 -0.7630 -0.6553
H -4.1788 0.7559 -0.4880
H -5.7286 0.5067 0.2965
H -3.7742 0.2750 1.8919
H -3.1952 -1.0797 1.0001
H -5.0441 -2.2426 1.5107

***

2.
72
Properties=species:S:1:pos:R:3 method="wB97M-V/def2-TZVPD" total_charge=0 smiles=CCO.CCO.CCO.CCO.CCO.CCO.CCO.CCO total_energy_ha=-1240.1484 mol_weight_g_mol=368.552 homo_ev=-9.818 lumo_ev=0.3580 homo_lumo_gap_ha=0.3740 de_lowest_ev=4.346
C 26.3326 18.5117 -1.8256
C 27.5579 18.2086 -2.7068
O 27.4639 16.9235 -3.2375
H 26.4581 19.5016 -1.3869
H 26.2693 17.7563 -1.0424
H 25.4983 18.2930 -2.4922
H 28.5108 18.1254 -2.1842
H 27.6146 19.0796 -3.3598
H 26.7873 17.0556 -3.9057
C 19.9019 20.2401 -5.0269
C 20.1390 20.0157 -6.4969
O 19.9928 21.2459 -7.1086
H 20.0120 19.3491 -4.4088
H 18.9322 20.7049 -4.8489
H 20.7648 20.8315 -4.7205
H 19.4557 19.3308 -6.9991
H 21.1380 19.6198 -6.6795
H 19.3954 21.1445 -7.8533
C 19.2249 19.5120 4.0062
C 19.7631 19.0603 2.6647
O 18.7700 18.4567 1.9373
H 19.2493 18.7414 4.7768
H 18.1505 19.6956 4.0110
H 19.7350 20.3930 4.3956
H 20.6234 18.3932 2.7189
H 20.1416 19.9783 2.2151
H 18.7928 17.5426 2.2297
C 16.6596 18.0430 -1.3643
C 16.5368 19.3095 -0.5233
O 17.8973 19.7412 -0.3201
H 17.1008 18.2071 -2.3474
H 15.7522 17.4405 -1.4064
H 17.3570 17.2675 -1.0475
H 15.7989 19.2285 0.2748
H 16.1716 20.0800 -1.2023
H 18.4382 19.0995 0.1459
C 22.9490 19.5436 -0.3909
C 22.2110 20.1981 -1.4716
O 20.9436 19.5411 -1.5653
H 23.0947 18.5216 -0.7407
H 22.4296 19.4765 0.5650
H 23.9258 20.0122 -0.2712
H 22.5849 20.0234 -2.4804
H 22.0571 21.2602 -1.2807
H 20.5252 19.6823 -0.7129
C 22.0538 18.4932 5.1481
C 22.7765 17.3522 4.4486
O 23.7118 17.9271 3.4954
H 21.8648 19.2915 4.4304
H 22.5926 18.9055 6.0013
H 21.1567 18.0303 5.5591
H 21.9663 16.8054 3.9662
H 23.3150 16.6964 5.1327
H 23.3172 17.8734 2.6218
C 24.0982 19.4061 -5.1959
C 24.4019 18.0579 -5.9522
O 24.8603 17.2516 -4.8721
H 24.9852 19.6484 -4.6106
H 23.2153 19.3328 -4.5608
H 23.9388 20.1638 -5.9631
H 25.2186 18.2634 -6.6443
H 23.4987 17.6642 -6.4184
H 25.1185 16.4032 -5.2397
C 23.7083 23.5908 -1.6422
C 22.5989 23.9016 -2.6011
O 23.1756 23.6743 -3.8567
H 23.3580 23.6716 -0.6132
H 24.4481 24.3768 -1.7939
H 24.1838 22.6159 -1.7497
H 22.1276 24.8730 -2.4521
H 21.7649 23.2499 -2.3406
H 22.4342 23.6894 -4.4664

***

3.
72
Properties=species:S:1:pos:R:3 method="wB97M-V/def2-TZVPD" total_charge=0 smiles=CCO.CCO.CCO.CCO.CCO.CCO.CCO.CCO total_energy_ha=-1240.2307 mol_weight_g_mol=368.552 homo_ev=-9.522 lumo_ev=0.3019 homo_lumo_gap_ha=0.3610 de_lowest_ev=2.104
C 2.7529 -0.6287 3.0503
C 2.2511 0.7669 3.3613
O 2.6465 1.6347 2.3009
H 3.8218 -0.5985 2.8249
H 2.2654 -1.0781 2.1847
H 2.6534 -1.3107 3.8958
H 2.7404 1.1053 4.2822
H 1.1623 0.7751 3.4720
H 2.1609 2.4625 2.3673
C 2.9043 4.4843 -1.7966
C 2.2391 3.2237 -1.2641
O 0.8374 3.4014 -1.2604
H 2.4923 4.6954 -2.7868
H 3.9806 4.3694 -1.9134
H 2.6592 5.3382 -1.1674
H 2.5867 3.0059 -0.2425
H 2.5287 2.3373 -1.8417
H 0.3876 2.5528 -1.4234
C -3.9997 -3.1172 -0.9349
C -2.9833 -3.7596 -1.8646
O -2.6290 -5.0671 -1.4209
H -4.0017 -2.0397 -1.1443
H -3.6646 -3.2295 0.0928
H -5.0213 -3.4541 -1.1027
H -2.0753 -3.1526 -1.8435
H -3.3028 -3.7961 -2.9093
H -3.2097 -5.7227 -1.8122
C 1.0003 -0.1333 -0.3842
C -0.3752 -0.1761 -0.9960
O -0.6611 1.0465 -1.6872
H 1.2510 -1.0578 0.1408
H 1.1164 0.6542 0.3633
H 1.7562 0.0095 -1.1578
H -1.1647 -0.3343 -0.2513
H -0.4631 -0.9503 -1.7687
H -1.2924 0.9049 -2.4044
C -2.7840 3.3339 -2.8776
C -2.9394 2.5350 -4.1507
O -2.4842 1.1720 -3.9769
H -2.9948 4.3849 -3.0919
H -1.7910 3.2845 -2.4258
H -3.4326 3.0354 -2.0489
H -2.3351 2.9778 -4.9419
H -3.9847 2.4998 -4.4604
H -3.2164 0.5693 -4.1141
C -2.2065 2.9757 1.1078
C -1.5410 1.8706 1.9302
O -1.3600 2.3874 3.2588
H -2.6901 2.4788 0.2585
H -1.4942 3.6909 0.7061
H -3.0083 3.4414 1.6749
H -0.5879 1.5780 1.4832
H -2.2032 1.0011 1.9519
H -1.1815 1.6359 3.8368
C -1.3099 -2.2621 2.0148
C -1.5578 -3.1774 3.1980
O -2.9297 -3.5250 3.3359
H -1.5919 -2.7458 1.0757
H -0.2573 -1.9974 1.8903
H -1.8842 -1.3417 2.1226
H -1.2819 -2.6744 4.1265
H -0.9523 -4.0876 3.1474
H -3.1427 -4.2160 2.7017
C 5.6626 -2.3734 0.5394
C 4.5053 -2.2008 -0.4191
O 3.6820 -3.3684 -0.3920
H 6.1721 -3.3375 0.4952
H 5.3746 -2.3058 1.5913
H 6.3988 -1.6010 0.3090
H 4.9148 -2.0702 -1.4259
H 3.9099 -1.3151 -0.1843
H 3.1721 -3.4142 -1.2046